No. 1
ORCA calculation (ωB97M-V with the def2-TZVPD basis set) on 2 unconnected molecules or ions with the total composition C10H14N3 in a non-equilibrium geometry.

Energy above the lowest of the compared OMol25 structures with the same formula, charge and spin = 604.68 kJ/mol
Kohn-Sham gap = 7.60 eV
Largest force on an atom = 0.0956 hartree/bohr
HOMO level = -12.04 eV

Geometry as ORCA input:
```
! wB97M-V def2-TZVPD RIJCOSX def2/J DEFGRID3
* xyz 1 1
C 0.6055 4.4403 -1.8598
C 1.9492 4.7359 -1.7556
C 0.3339 3.3983 -0.9135
C 1.3415 0.4655 0.7053
C 1.3617 -0.3799 -0.2939
C 0.1586 0.5950 1.5960
C 0.2639 -1.2417 -0.1139
C -0.6402 -0.1301 2.3273
C -2.1633 -3.2175 0.8082
C -1.2938 -3.2760 -0.4257
N 2.3958 4.0239 -0.6998
N 1.4261 3.2621 -0.1670
N -0.2310 -2.2962 -0.0409
H -0.0774 4.7278 -2.6987
H 2.5924 5.3131 -2.4775
H -0.5746 2.9371 -0.6710
H 2.0858 1.2609 0.8746
H 2.1514 -0.3654 -0.9739
H 0.3598 1.5739 1.9042
H -0.9596 -1.3128 2.5166
H -1.2629 0.4244 2.9914
H -1.7361 -3.5506 1.7799
H -2.8036 -2.2087 0.8731
H -2.8539 -3.9754 0.5858
H -1.9467 -3.0048 -1.2735
H -0.9308 -4.3140 -0.5131
H 3.3187 4.1263 -0.0915
*
```

=====

No. 2
ORCA calculation (ωB97M-V with the def2-TZVPD basis set) on 2 unconnected molecules or ions with the total composition C10H14NO in a non-equilibrium geometry.

Energy above the lowest of the compared OMol25 structures with the same formula, charge and spin = 341.93 kJ/mol
Kohn-Sham gap (spin up / spin down) = 3.32 / 3.86 eV
Largest force on an atom = 0.1356 hartree/bohr
HOMO level (spin up / spin down) = -7.72 / -12.28 eV

Geometry as ORCA input:
```
! wB97M-V def2-TZVPD RIJCOSX def2/J DEFGRID3
* xyz 1 3
C 2.6361 0.2907 2.4627
C 1.3601 0.7436 2.2247
C 3.5365 0.2961 1.4102
C 0.9690 0.9501 0.8663
C 3.0884 0.4736 0.1111
C -1.0232 -1.4967 -0.9142
C -2.3781 -2.1455 -0.9810
C -2.2196 -0.6936 -1.4917
C -2.6551 1.6745 -0.5984
C -2.8600 0.3097 -0.6614
N 1.8098 0.7307 -0.0841
O 1.2333 0.8042 -1.3248
H 2.9547 0.1016 3.4085
H 0.6335 0.8984 3.1040
H 4.5233 -0.1320 1.6828
H 0.0391 1.2501 0.5606
H 3.5997 0.1678 -0.7807
H -0.3983 -1.1329 -0.0155
H -0.3080 -1.7559 -1.6698
H -2.5436 -2.9262 -1.7504
H -2.9080 -2.3289 -0.0023
H -2.1824 -0.4576 -2.5959
H 1.7254 0.1590 -1.8556
H -3.1420 2.2556 0.1045
H -1.9463 1.9733 -1.3255
H -3.5441 -0.0098 0.1157
*
```

=====

No. 3
ORCA calculation (ωB97M-V with the def2-TZVPD basis set) on 2 unconnected molecules or ions with the total composition C10H14NO3S in a non-equilibrium geometry.

Energy above the lowest of the compared OMol25 structures with the same formula, charge and spin = 269.18 kJ/mol
Kohn-Sham gap (spin up / spin down) = 6.23 / 7.83 eV
Largest force on an atom = 0.0656 hartree/bohr
HOMO level (spin up / spin down) = -3.61 / -4.80 eV

Geometry as ORCA input:
```
! wB97M-V def2-TZVPD RIJCOSX def2/J DEFGRID3
* xyz -1 1
C 1.1593 0.5697 -2.1364
C -1.0236 0.7749 0.7680
C -0.9325 -0.5611 -1.2548
C -1.2371 -0.6935 0.3120
C 0.3981 0.8555 0.2245
C -0.0299 -1.3482 1.0220
C 1.1008 -0.4121 0.8477
C 0.2223 0.4260 -1.1621
C 0.3383 -2.6662 0.3007
C 1.7631 -0.2062 2.2091
N 1.9250 0.6504 -2.9989
O -2.1858 3.0998 -0.7546
O -0.2334 4.0276 -1.9665
O -2.1014 2.9614 -3.2051
S -1.3450 3.0851 -1.9665
H -1.6195 1.4691 0.2480
H -1.2377 0.7736 1.9242
H -0.5173 -1.4781 -1.7103
H -1.7829 -0.1115 -1.6636
H -2.1997 -1.3392 0.4155
H 0.9398 1.7562 0.5191
H -0.3856 -1.4277 2.0621
H 1.9202 -0.6207 0.0797
H 0.5771 -2.5358 -0.7565
H -0.5930 -3.3683 0.2328
H 1.2050 -3.2961 0.7001
H 2.4083 -1.0277 2.4504
H 1.0377 -0.0472 3.0645
H 2.4292 0.6902 2.1951
*
```

=====

No. 4
ORCA calculation (ωB97M-V with the def2-TZVPD basis set) on a gas-phase ion, C10H14NS2 (charge +1) in a non-equilibrium geometry.

Energy above the lowest of the compared OMol25 structures with the same formula, charge and spin = 217.48 kJ/mol
Kohn-Sham gap = 6.95 eV
Largest force on an atom = 0.0695 hartree/bohr
HOMO level = -12.47 eV

Geometry as ORCA input:
```
! wB97M-V def2-TZVPD RIJCOSX def2/J DEFGRID3
* xyz 1 1
C -3.3452 -0.6700 0.2122
C -2.7253 -1.8742 0.4694
C -2.5523 0.4584 0.0196
C -1.3169 -2.0545 0.3668
C -1.1569 0.2516 -0.1456
C -0.5146 -0.9867 0.0080
C -0.5117 1.4655 -0.8235
C 0.8821 -0.9940 -0.0881
C 3.1326 0.1037 0.4711
C 1.6561 -0.1155 0.8648
N 0.7249 1.3347 -1.6431
S -0.1376 2.6370 0.4525
S 1.7070 -2.3881 -0.6973
H -4.4545 -0.6599 0.4532
H -3.3449 -2.6957 0.8225
H -3.0552 1.4432 0.0436
H -0.7575 -2.9358 0.7536
H -1.2603 1.9817 -1.4728
H 3.2907 0.0022 -0.5659
H 3.8451 -0.6990 0.8990
H 3.3807 1.0569 0.7904
H 1.0782 0.8945 0.9823
H 1.6418 -0.5712 1.9212
H 0.6709 1.2071 -2.6499
H 1.1256 2.2332 -1.4676
H -0.8247 3.7231 -0.0012
H 2.8218 -2.1482 0.0249
*
```

=====

No. 5
ORCA calculation (ωB97M-V with the def2-TZVPD basis set) on C10H14O3S in the gas phase in a non-equilibrium geometry.

Energy above the lowest of the compared OMol25 structures with the same formula, charge and spin = 565.62 kJ/mol
Kohn-Sham gap (spin up / spin down) = 8.42 / 8.42 eV
Largest force on an atom = 0.0712 hartree/bohr
HOMO level (spin up / spin down) = -9.12 / -9.12 eV

Geometry as ORCA input:
```
! wB97M-V def2-TZVPD RIJCOSX def2/J DEFGRID3
* xyz 0 1
C -1.5492 -1.0606 -0.7179
C -3.1135 1.5960 0.2168
C -0.2901 -1.8662 -0.9312
C 0.3805 -1.3018 1.3848
C -0.9802 -0.5797 1.5373
C 0.7303 -1.0634 -0.0952
C -1.1498 0.0292 0.1505
C 0.2567 0.4026 -0.3117
C 0.9364 1.4588 0.5511
C 0.3136 0.8775 -1.7617
O -2.6823 -1.2670 -1.1302
O -5.0090 0.1252 -0.9706
O -3.9802 -0.7702 1.0691
S -3.8883 0.0749 -0.0806
H -2.9866 2.0011 -0.7952
H -0.4365 -2.8850 -0.5668
H -0.0289 -1.9374 -1.9861
H 1.1394 -0.8658 2.0324
H 0.3125 -2.3623 1.6217
H -1.8031 -1.2504 1.7758
H -0.9646 0.2040 2.2906
H 1.7681 -1.2732 -0.3461
H 1.9983 1.5069 0.3205
H 0.8204 1.2770 1.6126
H 0.4933 2.4285 0.3362
H -0.1462 1.8601 -1.8358
H -0.2109 0.2171 -2.4464
H 1.3492 0.9607 -2.0838
*
```

=====

No. 6
ORCA calculation (ωB97M-V with the def2-TZVPD basis set) on C10H14O4 in the gas phase in a non-equilibrium geometry.

Energy above the lowest of the compared OMol25 structures with the same formula, charge and spin = 91.29 kJ/mol
Kohn-Sham gap = 9.72 eV
SMILES string = CCCCC1=C(COC)C(=O)OC1=O
Largest force on an atom = 0.0527 hartree/bohr
HOMO level = -10.09 eV

Geometry as ORCA input:
```
! wB97M-V def2-TZVPD RIJCOSX def2/J DEFGRID3
* xyz 0 1
C 3.0127 -0.5256 1.3040
C 2.8407 -1.1721 -0.0726
C 1.4505 -0.9269 -0.6325
C 1.2056 0.5702 -0.9354
C -0.0343 1.1688 -0.3718
C -1.3061 0.7887 -0.4838
C -1.8471 -0.4744 -1.0786
O -3.1937 -0.7005 -0.7902
C -3.4600 -0.9243 0.5797
C -2.1164 1.9681 -0.0264
O -3.2739 2.2400 -0.1897
O -1.2099 3.0136 0.2952
C -0.0581 2.3176 0.5971
O 0.5861 2.3936 1.6116
H 3.8934 -0.9170 1.7983
H 2.1630 -0.7466 1.9393
H 3.1599 0.5380 1.1732
H 3.6143 -0.7626 -0.7115
H 2.9720 -2.2464 0.0027
H 0.7148 -1.2209 0.1073
H 1.2793 -1.4989 -1.5371
H 2.0385 1.1866 -0.6128
H 1.1496 0.7369 -2.0086
H -1.6966 -0.5572 -2.1480
H -1.2599 -1.2718 -0.6209
H -2.5380 -1.0642 1.1374
H -4.0238 -0.0908 0.9882
H -4.0624 -1.8219 0.6860
*
```

=====

No. 7
ORCA calculation (ωB97M-V with the def2-TZVPD basis set) on 2 unconnected molecules or ions with the total composition C10H14OS in a non-equilibrium geometry.

Energy above the lowest of the compared OMol25 structures with the same formula, charge and spin = 283.01 kJ/mol
Kohn-Sham gap = 8.61 eV
Largest force on an atom = 0.0695 hartree/bohr
HOMO level = -7.94 eV

Geometry as ORCA input:
```
! wB97M-V def2-TZVPD RIJCOSX def2/J DEFGRID3
* xyz 0 1
C 3.4338 0.5718 0.0925
C 2.8553 0.2189 -1.1473
C 2.8278 0.3315 1.2871
C 1.5847 -0.3312 -1.0952
C 1.4944 -0.1761 1.2782
C 0.9116 -0.6184 0.0993
C -2.7417 -0.2570 -1.1406
C -1.2259 1.6620 -0.2820
C -0.3693 -1.2273 0.0732
C -1.8686 0.2427 -0.0256
O -2.5826 0.1595 1.1438
S -0.8428 -2.2321 1.4640
H 4.3688 1.1433 0.0818
H 3.3028 0.5410 -2.1061
H 3.3291 0.4975 2.2145
H 1.0606 -0.7207 -1.9434
H 0.9230 -0.5190 2.2334
H -2.4678 -0.1334 -2.3005
H -3.6556 0.3701 -0.9456
H -2.9949 -1.3520 -0.8244
H -0.7114 1.9386 0.5964
H -1.9167 2.4011 -0.5476
H -0.5255 1.5736 -1.0678
H -0.3398 -1.9189 -0.7314
H -3.1899 -0.6879 1.0436
H -0.6592 -1.4778 2.5496
*
```

=====

No. 8
ORCA calculation (ωB97M-V with the def2-TZVPD basis set) on C10H14OSi2 in the gas phase in a non-equilibrium geometry.

Energy above the lowest of the compared OMol25 structures with the same formula, charge and spin = 172.64 kJ/mol
Kohn-Sham gap = 7.50 eV
SMILES string = C=C/[Si](=C/Cc1ccccc1)O[SiH3]
Largest force on an atom = 0.0648 hartree/bohr
HOMO level = -7.18 eV

Geometry as ORCA input:
```
! wB97M-V def2-TZVPD RIJCOSX def2/J DEFGRID3
* xyz 0 1
C -3.4440 1.5578 2.6028
C -3.8135 0.6543 1.6576
C -2.1498 1.7845 2.9717
C -2.8109 -0.1177 1.0004
C -1.1856 1.0309 2.3101
C -1.4611 0.0803 1.3022
C 2.9599 2.0317 -2.8676
C -0.2674 -0.6284 0.4347
C 2.9007 0.6791 -2.7694
C 0.5285 0.0980 -0.6471
O 2.3709 -1.8506 -1.5124
Si 2.4095 -3.4832 -1.2416
Si 1.9625 -0.3110 -1.5837
H -4.1706 2.3024 2.8929
H -4.8172 0.3062 1.6043
H -1.8208 2.4533 3.7841
H -3.1814 -0.7557 0.1920
H -0.2641 1.2721 2.6961
H 3.6612 2.3202 -3.6545
H 2.2226 2.7881 -2.5739
H -0.7683 -1.4852 0.0047
H 0.4602 -1.0422 1.1563
H 3.6600 0.3176 -3.3833
H 0.1046 1.0502 -0.6786
H 2.3091 -3.4311 0.2197
H 1.0526 -3.7168 -1.8084
H 3.5524 -3.9046 -2.1089
*
```